The following is a DFT calculation (ωB97M-V/def2-TZVPD) of a structure of composition C29H41F5P2Sc in a non-equilibrium geometry.

```
78
Properties=species:S:1:pos:R:3:forces:R:3:lowdin_charge:R:1
Sc -0.612 0.138 -0.016 -0.750 0.756 2.908 0.89
C -0.863 -2.128 1.761 2.535 -1.028 -0.640 -0.25
C 0.477 -2.366 1.311 -2.584 -0.409 -0.581 -0.25
C 0.586 -0.777 2.984 -2.348 -0.190 0.686 -0.22
C -0.774 -1.171 2.833 2.174 0.588 1.289 -0.20
C 1.360 -1.554 2.102 1.432 1.449 -0.789 -0.20
C -1.996 -3.080 1.652 -0.392 -0.269 -0.411 -0.05
H -1.730 -3.916 1.003 -0.098 -0.006 0.011 0.07
H -2.912 -2.620 1.258 0.098 -0.117 0.229 0.07
H -2.224 -3.510 2.638 0.027 0.152 -0.277 0.10
C -1.828 -1.013 3.867 -0.878 0.203 0.398 -0.02
H -2.399 -1.957 3.994 0.382 0.495 -0.117 0.09
H -2.569 -0.240 3.592 0.278 -0.299 0.217 0.09
H -1.415 -0.748 4.864 -0.196 -0.026 -0.759 0.09
C 1.151 0.110 4.027 0.344 0.427 0.432 -0.01
H 0.649 0.006 4.998 0.030 -0.017 -0.277 0.09
H 1.081 1.169 3.752 0.004 -0.154 -0.001 0.08
H 2.216 -0.102 4.189 -0.211 0.014 -0.014 0.08
C 2.845 -1.590 2.114 -0.786 -1.084 0.442 -0.08
H 3.210 -1.947 3.094 -0.063 0.269 -0.289 0.12
H 3.297 -0.568 1.951 -0.265 -0.287 0.100 0.02
H 3.245 -2.263 1.343 -0.101 0.123 0.223 0.08
C 0.939 -3.420 0.353 0.054 -0.128 -0.079 -0.03
H 1.396 -4.275 0.899 -0.282 0.386 -0.408 0.11
H 1.714 -3.032 -0.341 -0.218 -0.260 0.305 0.07
H 0.105 -3.775 -0.273 0.346 -0.045 0.288 0.08
C -0.984 1.167 -1.934 -0.783 0.486 -0.139 -0.35
C -1.945 0.126 -2.541 -0.920 0.911 -3.208 -0.52
C -1.442 -0.636 -3.798 0.401 -0.421 -0.533 -0.18
C 0.085 -1.008 -3.908 -1.552 0.341 -0.936 -0.15
C 1.039 -0.718 -2.816 1.751 0.532 -0.957 -0.14
C 1.674 0.486 -2.817 1.691 -1.703 -0.260 -0.18
C 1.201 1.783 -3.298 -0.063 0.433 -0.555 -0.18
C -0.291 2.016 -3.052 -0.995 0.528 -0.169 -0.17
H -1.673 -0.035 -4.698 0.090 -0.173 0.621 0.11
H 0.443 -0.444 -4.785 -0.075 -0.208 0.231 0.12
H -2.031 -1.549 -3.955 0.054 0.216 0.151 0.08
H -0.877 1.932 -3.991 0.423 -0.335 0.363 0.12
H -1.696 1.917 -1.471 0.512 -0.799 -0.047 0.10
H -2.794 0.744 -3.006 0.608 -0.893 0.741 0.14
H -0.415 3.087 -2.846 0.037 -0.290 0.327 0.11
H 1.834 2.608 -2.898 -0.542 -0.623 -0.037 0.12
H 2.761 0.523 -2.627 -0.668 -0.267 0.786 0.10
H 1.457 1.808 -4.363 -0.291 0.114 -0.298 0.14
H 0.223 -2.053 -4.201 -0.280 0.027 0.209 0.12
H 1.540 -1.607 -2.385 -0.107 0.703 -0.411 0.10
P -2.666 -0.911 -1.260 0.061 0.755 0.846 0.89
C -4.200 0.012 -0.836 -0.110 -0.842 0.394 -0.22
C -2.929 -2.648 -1.665 0.011 -1.340 -0.034 -0.23
P 3.287 0.309 0.032 -2.444 0.321 0.899 0.94
C 1.543 -0.115 -0.165 1.310 -1.340 -0.771 -0.32
C 4.303 -0.855 -0.950 0.207 0.043 -0.144 -0.23
C 3.103 2.082 -0.393 0.234 0.527 -0.646 -0.23
H -3.908 1.041 -0.577 -0.016 -0.389 0.111 0.05
H -4.593 -0.524 0.053 -0.147 0.672 -0.422 0.05
H -4.959 0.074 -1.628 0.283 -0.258 0.114 0.06
H -2.518 -3.075 -2.602 -0.281 0.829 0.235 0.06
H -3.998 -2.903 -1.625 0.295 0.035 0.015 0.07
H -2.395 -3.225 -0.884 -0.575 0.315 -0.319 0.01
H 2.192 2.190 -1.017 0.929 0.213 0.368 0.01
H 4.000 2.477 -0.912 -0.566 -0.058 0.299 0.07
H 2.921 2.654 0.538 0.338 -0.406 -0.394 0.06
H 0.969 0.617 -0.919 1.517 -0.681 1.154 0.02
H 1.332 -1.195 -0.519 0.558 2.005 0.462 0.02
H 4.993 -1.424 -0.276 -0.559 0.628 -0.639 0.06
H 4.874 -0.240 -1.671 -0.128 -0.630 0.152 0.06
H 3.604 -1.552 -1.452 0.625 0.371 0.038 0.04
F -1.418 1.727 3.995 0.445 -0.090 -0.204 0.04
C -0.990 2.555 3.009 -0.365 0.229 -0.230 -0.24
C -0.839 2.107 1.682 -0.168 0.240 -0.191 0.01
C -0.644 3.193 0.851 0.721 0.663 0.176 -0.26
F -0.251 2.980 -0.452 0.112 0.376 0.490 -0.03
C -0.623 4.548 1.189 0.095 -0.262 0.164 -0.14
F -0.493 5.470 0.224 0.107 -0.054 0.351 0.11
C -0.645 4.897 2.538 0.020 0.531 -0.817 -0.13
F -0.506 6.179 2.913 -0.113 -0.695 -0.090 0.13
C -0.809 3.878 3.450 0.000 -0.695 0.509 -0.14
F -0.795 4.158 4.770 -0.218 -0.141 -0.642 0.11
```
Positions in Å, forces in eV/Å.

Output
HOMO energy (alpha / beta) ... -0.381 / -0.380 Eh
Orbital gap (alpha / beta) ... 0.1919 / 0.1913 Eh
Total charge ... +1
Relative energy (zero: lowest compared OMol25 entry of this formula, charge and spin) ... 113.4 kcal/mol